# 1
Formula: C36H32N3O2
Source: the Open Molecules 2025 dataset
Level of theory: ωB97M-V with the def2-TZVPD basis set

Its highest occupied orbital energy is -10.5 eV. The calculation puts the energy relative to the best compared isomer or geometry (same formula, charge and spin) at 0.00 kcal per mole. The charge is +1. The orbital gap comes out at 6.074 eV. The calculation puts the largest force on an atom at 0.08067 hartree/bohr.

```
73
Properties=species:S:1:pos:R:3:mulliken_charge:R:1
C -4.4327 -4.3422 2.9340 -0.40
C -3.0450 -4.5194 3.0952 -0.71
C -2.1467 -3.6736 2.4247 -0.40
C -2.5931 -2.7832 1.4322 -0.28
C -1.6295 -2.0298 0.6132 0.37
C -0.5467 -1.4855 1.2289 -1.45
C 0.7618 -1.2416 0.5888 1.14
C 1.9643 -1.8722 1.2554 0.31
C 3.1528 -2.0071 0.5257 -0.56
C 4.1486 -2.8898 0.9726 -0.63
C 3.9376 -3.6421 2.1457 -0.50
C 2.7748 -3.4417 2.9006 -0.84
C 1.8212 -2.5234 2.4749 -0.16
C -1.9282 -1.8866 -0.8196 -0.70
C -1.4171 -0.7982 -1.5456 1.18
C -1.6727 -0.6345 -2.9047 -0.92
C -2.4790 -1.5660 -3.5712 -0.82
C -2.9339 -2.6915 -2.8769 -0.75
C -2.6782 -2.8535 -1.5182 -0.26
C -3.9767 -2.5981 1.2895 -0.06
C -4.8873 -3.3348 2.0636 -0.75
H -5.1364 -4.9731 3.4978 0.37
H -2.6792 -5.3366 3.7395 0.38
H -1.0645 -3.7579 2.5566 0.34
H -0.5653 -1.2886 2.2961 1.54
H 0.7757 -1.4212 -0.4832 0.60
H 3.2768 -1.4756 -0.4219 0.28
H 5.0448 -3.0364 0.3539 0.38
H 4.6533 -4.4145 2.4373 0.38
H 2.5693 -4.0068 3.8086 0.41
H 0.9057 -2.3915 3.0392 0.45
H -0.7641 -0.0735 -1.0403 0.26
H -1.2304 0.1867 -3.4605 0.40
H -2.6662 -1.4829 -4.6488 0.39
H -3.5074 -3.4506 -3.4066 0.40
H -2.9876 -3.7575 -0.9991 0.53
H -4.3453 -1.9025 0.5296 0.47
H -5.9695 -3.1612 1.9731 0.37
C 1.1121 2.7454 2.1125 -1.15
N 1.7249 2.2542 0.8877 0.90
C 1.0284 1.7557 -0.1730 -1.21
H 0.8871 -0.1991 0.6000 -0.89
C -0.2760 2.2763 -0.5382 0.77
C -0.1599 3.3445 -1.4594 -1.20
C -1.2567 4.0396 -1.8786 -0.76
C -2.5304 3.6788 -1.3867 -0.42
N -3.6683 4.1392 -2.0839 0.94
O -4.8065 3.7337 -1.7607 -0.56
O -3.4525 4.9249 -3.0380 -0.56
C -2.6573 2.6733 -0.3999 -0.73
C -1.5268 2.0147 0.0790 0.46
N 1.9867 1.3987 -1.1230 1.45
C 1.6309 0.9817 -2.4718 -1.02
C 3.1660 2.1195 -0.8324 0.38
C 3.0103 2.6396 0.4524 1.19
C 3.7072 3.7525 0.8833 -0.85
C 4.5790 4.3683 -0.0219 -0.67
C 4.7426 3.8515 -1.3148 -0.63
C 4.0296 2.7127 -1.7359 -0.99
H 1.8833 2.7590 2.8910 0.49
H 0.7220 3.7748 1.9803 0.34
H 0.3144 2.0434 2.4026 0.31
H 0.8345 3.6461 -1.7877 0.51
H -1.1565 4.8195 -2.6148 0.53
H -3.6626 2.4124 -0.0611 0.52
H -1.5747 1.3076 0.9146 0.41
H 2.5421 0.7373 -3.0308 0.49
H 0.9926 0.0844 -2.4290 0.06
H 1.1195 1.8230 -2.9852 0.45
H 3.5144 4.1214 1.8837 0.44
H 5.1745 5.2156 0.3145 0.41
H 5.4571 4.2997 -2.0099 0.41
H 4.0650 2.3087 -2.7448 0.43
```

# 2
Formula: C36H33AsCrN5O6S
Source: the Open Molecules 2025 dataset
Level of theory: ωB97M-V with the def2-TZVPD basis set

Its highest occupied orbital energy (alpha / beta) is -7.4 / -7.4 eV. The calculation puts the energy relative to the best compared isomer or geometry (same formula, charge and spin) at 51.84 kcal per mole. Its multiplicity is 4. The orbital gap (alpha / beta) comes out at 6.094 / 6.386 eV. The calculation puts the largest force on an atom at 0.05214 hartree/bohr. Its expectation value of S² is 3.781.

```
83
Properties=species:S:1:pos:R:3:mulliken_charge:R:1
Cr 11.6654 11.9923 13.2588 0.25
N 11.4567 14.0316 14.0768 -0.33
C 10.1922 14.5952 13.6178 -0.65
C 9.2346 13.3115 13.3816 0.45
O 8.0920 13.3629 13.7848 -0.65
O 9.8141 12.3159 12.7449 0.16
H 11.4810 13.9559 15.0801 0.27
H 12.2844 14.5734 13.8388 0.30
H 10.3148 15.0918 12.6285 0.32
H 9.7010 15.2499 14.3316 0.37
O 14.5838 13.3851 13.2219 -0.64
S 14.7312 12.4682 14.3454 0.97
O 14.6522 13.0370 15.6900 -0.70
N 13.4673 11.3348 14.1710 0.63
C 13.2750 10.4520 15.2236 0.86
C 14.2900 9.8063 15.9917 -0.42
C 13.9715 8.7832 16.8712 -1.01
C 12.6635 8.3737 17.0335 -0.79
C 11.6019 9.0004 16.3312 0.70
C 10.2440 8.6673 16.4682 -0.48
C 9.2609 9.3834 15.8173 -1.04
C 9.5967 10.4491 14.9706 -0.44
N 10.9211 10.7430 14.7470 0.50
C 11.9047 10.0354 15.4198 -0.68
C 16.2447 11.6525 14.0057 0.48
C 17.4033 12.4045 14.0871 -0.63
C 18.6228 11.8153 13.7011 -0.57
C 18.6109 10.4932 13.3074 -0.51
C 17.4081 9.8491 13.0458 -0.75
C 16.2362 10.3483 13.5695 -0.04
H 15.3028 10.1645 16.0425 0.55
H 14.7883 8.2622 17.3536 0.42
H 12.3983 7.5259 17.6757 0.36
H 9.9246 7.7894 17.0893 0.35
H 8.2026 9.0964 16.0416 0.39
H 8.9020 11.0922 14.4629 0.59
H 17.4474 13.4596 14.3343 0.39
H 19.4869 12.4611 13.6992 0.40
H 19.5227 9.9495 13.1706 0.41
H 17.3705 8.9060 12.5188 0.42
H 15.3317 9.7353 13.4982 0.27
N 14.3900 13.0644 9.7706 -0.69
N 13.0145 13.2264 9.5735 0.08
C 12.0972 12.7454 10.4730 0.20
O 10.8850 12.7974 10.1488 -0.65
O 12.6163 12.2600 11.5826 0.19
H 14.5522 13.0890 10.7858 0.20
H 14.8950 13.8271 9.2897 0.25
H 12.7330 13.5924 8.6742 0.27
C 9.1824 5.0791 11.6425 -0.40
C 8.3490 6.2279 11.6129 -0.70
C 8.8494 7.4834 11.3548 -0.53
C 10.1463 7.5630 10.8858 0.52
C 10.9808 6.4540 10.8958 -0.15
C 10.5227 5.1930 11.3017 -0.55
As 10.7518 9.3969 10.3502 0.49
C 9.2571 9.7141 9.1193 -0.14
C 8.4939 10.8366 9.3757 -0.02
C 7.5954 11.3106 8.4080 -0.59
C 7.4938 10.6808 7.1820 -0.48
C 8.1905 9.4879 6.9438 -0.61
C 9.0412 9.0007 7.9379 -0.36
C 12.0714 9.0430 8.8915 0.19
C 11.8942 9.3493 7.5253 -0.28
C 12.8137 8.9039 6.5548 -0.71
C 13.9343 8.2216 6.9619 -0.48
C 14.2105 8.0493 8.3227 -0.59
C 13.3123 8.4700 9.2738 -0.81
H 8.7811 4.0896 11.9270 0.34
H 7.3010 6.0638 11.7857 0.41
H 8.2630 8.4133 11.3386 0.39
H 12.0449 6.5753 10.6188 0.17
H 11.2020 4.3362 11.3243 0.40
H 8.6508 11.4261 10.2779 0.22
H 7.0669 12.2686 8.6323 0.34
H 6.7913 11.0514 6.4486 0.38
H 8.0657 8.9643 5.9997 0.41
H 9.6956 8.1117 7.7891 0.49
H 11.0842 10.0043 7.2662 0.58
H 12.5694 9.1689 5.5318 0.41
H 14.5951 7.7931 6.2188 0.36
H 15.1358 7.5952 8.6633 0.40
H 13.5525 8.2980 10.2783 0.57
```

# 3
Formula: C36H33AuCl5F3N2
Source: the Open Molecules 2025 dataset
Level of theory: ωB97M-V with the def2-TZVPD basis set

Its highest occupied orbital energy (alpha / beta) is -7.8 / -7.8 eV. The orbital gap (alpha / beta) comes out at 5.893 / 5.894 eV. The calculation puts the largest force on an atom at 0.05349 hartree/bohr.

```
80
Properties=species:S:1:pos:R:3:mulliken_charge:R:1
Au 1.0064 0.5312 -0.3932 1.37
C -0.4032 -2.4341 4.1464 -1.34
C -0.3372 -2.6069 2.6216 0.19
C 1.0666 -2.2779 2.1112 -1.48
C -1.5286 -1.9392 1.9523 0.53
C -2.6669 -2.7256 1.8696 -0.87
C -3.8295 -2.2626 1.2845 -1.38
C -3.8522 -0.9981 0.7281 -0.66
C -2.7354 -0.1798 0.7263 0.33
C -2.9107 1.1606 0.0418 0.45
C -1.9219 2.2747 0.3644 -1.40
C -2.9277 0.9092 -1.4739 -1.24
C -1.5679 -0.6459 1.3760 -0.13
N -0.4704 0.1716 1.4155 1.04
C 0.0947 0.5401 2.5104 -0.34
C 1.2220 1.3718 2.4953 0.00
C 1.8975 1.9071 3.6299 -1.84
C 2.7766 2.8203 3.1372 -1.15
C 2.5982 2.8414 1.7067 -0.53
N 1.7113 1.9231 1.3403 0.50
C 3.2473 3.8652 0.8316 3.00
C 2.4689 4.0511 -0.4697 -1.64
C 4.6864 3.4036 0.5470 -1.37
C 3.2974 5.2094 1.5811 -2.01
H 0.3100 -3.1060 4.6179 0.42
H -1.3998 -2.6632 4.5173 0.36
H -0.1476 -1.4210 4.4467 0.24
H -0.4800 -3.6764 2.4268 0.75
H 1.4854 -1.3842 2.5700 0.22
H 1.0667 -2.1449 1.0313 0.19
H 1.7232 -3.1113 2.3582 0.54
H -2.6420 -3.7252 2.2789 0.51
H -4.7117 -2.8829 1.2548 0.42
H -4.7693 -0.6407 0.2850 0.45
H -3.9046 1.5202 0.3377 0.57
H -0.9425 2.0666 -0.0546 -0.06
H -1.8267 2.4290 1.4362 0.38
H -2.2760 3.2023 -0.0813 0.48
H -2.0214 0.3892 -1.7726 -0.06
H -2.9720 1.8536 -2.0090 0.58
H -3.7895 0.3120 -1.7626 0.39
H -0.3503 0.3190 3.4834 0.61
H 1.7159 1.6132 4.6451 0.53
H 3.4518 3.4379 3.6952 0.45
H 2.2388 3.0913 -0.9144 0.10
H 3.0552 4.6303 -1.1785 0.46
H 1.5291 4.5678 -0.2847 0.37
H 4.6874 2.4689 -0.0041 0.10
H 5.2263 3.2566 1.4798 0.39
H 5.2055 4.1609 -0.0346 0.43
H 2.3164 5.4507 1.9871 0.42
H 3.5897 6.0004 0.8928 0.44
H 4.0208 5.1853 2.3927 0.39
Cl -0.2484 2.2753 -2.9557 -0.20
C 1.4409 1.9988 -3.0712 1.94
C 2.0686 1.2318 -2.1005 -2.99
C 3.4425 1.0827 -2.1859 1.28
Cl 4.2371 0.0951 -1.0163 -0.09
C 4.1952 1.7407 -3.1535 -0.04
Cl 5.9126 1.6739 -3.1641 -0.16
C 3.5370 2.5151 -4.1077 0.52
Cl 4.4369 3.3519 -5.3034 -0.18
C 2.1497 2.6237 -4.0901 -0.14
Cl 1.3420 3.5860 -5.2588 -0.17
F -4.6264 -6.9258 -1.7202 -0.26
C -4.2923 -6.2035 -2.8100 0.80
F -3.7821 -7.0883 -3.6895 -0.25
F -5.4449 -5.7659 -3.3370 -0.29
C -3.3268 -5.1007 -2.4844 0.42
C -2.1382 -5.4284 -1.8365 -1.01
C -1.2371 -4.4387 -1.5000 -0.37
C -1.5093 -3.1015 -1.8091 0.71
C -2.6908 -2.7906 -2.4922 -0.32
C -3.5956 -3.7794 -2.8246 -0.80
C -0.6300 -2.0616 -1.4207 -0.03
C 0.1021 -1.1503 -1.0948 -1.25
H -1.9371 -6.4625 -1.5974 0.40
H -0.3149 -4.6901 -0.9971 0.50
H -2.8885 -1.7638 -2.7594 0.43
H -4.5127 -3.5333 -3.3408 0.48
```

Number 3 is which compound?
C36H33AuCl5F3N2